# 1
ORCA calculation (the ωB97M-V functional and the def2-TZVPD basis) on an isolated molecule of C17H18ClNO5 in a non-equilibrium geometry.

- Relative energy (zero: lowest compared OMol25 entry of this formula, charge and spin): 80.33 kcal per mole
- Gap between HOMO and LUMO: 7.86 eV
- SMILES string: CCOc1ccccc1OCCCOc1ccc([N+](=O)[O-])cc1Cl
- E_HOMO: -8.24 eV
- Electronic energy: -42167.4833 eV
- E_LUMO: -0.014 hartree
- Largest force on an atom: 1.4 eV/Å

Last column: natural (NBO) charge in e.
Positions of all 42 atoms, in Å:
C: -2.2937 -1.7393 -2.8842  -0.64
C: -3.5126 -1.1611 -2.1692  -0.06
O: -3.1638 -0.2802 -1.1226  -0.49
C: -2.7178 -0.7808 0.0630  0.24
C: -2.6535 -2.1199 0.4109  -0.29
C: -2.1732 -2.5034 1.6556  -0.22
C: -1.7585 -1.5524 2.5618  -0.22
C: -1.8208 -0.2052 2.2320  -0.30
C: -2.2939 0.1938 0.9949  0.33
O: -2.4105 1.4891 0.5657  -0.51
C: -1.6833 2.4997 1.2201  -0.06
C: -0.1722 2.3788 0.9975  -0.47
C: 0.1492 2.3831 -0.4976  -0.07
O: 1.5480 2.3976 -0.7437  -0.48
C: 2.3839 1.3834 -0.4819  0.33
C: 3.7353 1.7816 -0.4766  -0.25
C: 4.7637 0.9046 -0.2473  -0.19
C: 4.4623 -0.4330 -0.0047  0.05
N: 5.5140 -1.3744 0.2523  0.52
O: 5.2019 -2.5273 0.4659  -0.38
O: 6.6541 -0.9588 0.2419  -0.38
C: 3.1445 -0.8647 -0.0182  -0.20
C: 2.1096 0.0211 -0.2628  -0.12
Cl: 0.5139 -0.6777 -0.2991  0.02
H: -2.6160 -2.3657 -3.7114  0.22
H: -1.6898 -2.3364 -2.2050  0.21
H: -1.6771 -0.9321 -3.2721  0.22
H: -4.0864 -0.5395 -2.8625  0.19
H: -4.1674 -1.9620 -1.8039  0.17
H: -2.9687 -2.8837 -0.2821  0.22
H: -2.1223 -3.5527 1.9026  0.22
H: -1.3793 -1.8453 3.5287  0.22
H: -1.4950 0.5255 2.9558  0.22
H: -1.9051 2.5231 2.2945  0.18
H: -2.0514 3.4274 0.7732  0.20
H: 0.1942 1.4534 1.4458  0.22
H: 0.3293 3.2186 1.4813  0.22
H: -0.3480 1.5522 -1.0011  0.20
H: -0.1984 3.3177 -0.9468  0.19
H: 3.9299 2.8256 -0.6633  0.23
H: 5.7926 1.2283 -0.2434  0.25
H: 2.9323 -1.9088 0.1556  0.26



# 2
ORCA calculation (the ωB97M-V functional and the def2-TZVPD basis) on a structure of composition C12H27CsGeN2O3.

- Relative energy (zero: lowest compared OMol25 entry of this formula, charge and spin): 1.42 kcal per mole
- Gap between HOMO and LUMO: 4.51 eV
- E_HOMO: -4.81 eV
- Electronic energy: -79066.7367 eV
- E_LUMO: -0.011 hartree
- Largest force on an atom: 0.3 eV/Å

Last column: Löwdin charge in e.
Positions of all 46 atoms, in Å:
Cs: 1.5482 -0.9307 0.0839  1.09
C: 3.8848 3.7778 1.8598  -0.02
N: 2.6574 3.9881 1.1004  -0.14
C: 2.1870 5.3299 0.8011  -0.04
C: 2.0257 2.8787 0.6601  -0.44
O: 2.4402 1.7553 0.8899  -0.07
C: 0.7501 3.1050 -0.1358  -0.13
O: 0.2471 1.8724 -0.5820  -0.18
C: -0.9618 2.0732 -1.2716  -0.13
C: -1.5064 0.7210 -1.7177  -0.42
O: -0.8892 -0.2958 -1.4566  -0.07
N: -2.6813 0.7196 -2.3870  -0.15
C: -3.4175 1.9026 -2.7804  -0.04
C: -3.2516 -0.5483 -2.8129  -0.02
H: 4.2864 4.7404 2.1628  0.08
H: 4.6243 3.2516 1.2558  0.10
H: 3.6870 3.1717 2.7431  0.10
H: 2.8638 6.0480 1.2536  0.09
H: 1.1891 5.5115 1.2054  0.09
H: 2.1693 5.5247 -0.2737  0.09
H: 0.9535 3.7719 -0.9852  0.13
H: 0.0161 3.6176 0.5022  0.14
H: -0.8023 2.7234 -2.1426  0.14
H: -1.6948 2.5696 -0.6214  0.14
H: -2.9423 2.8098 -2.4222  0.07
H: -4.4313 1.8669 -2.3761  0.10
H: -3.4867 1.9613 -3.8696  0.10
H: -2.6803 -1.3582 -2.3712  0.09
H: -3.2239 -0.6341 -3.9017  0.10
H: -4.2887 -0.6138 -2.4807  0.09
C: -1.4441 -3.4368 0.6488  -0.25
Ge: 0.1749 -4.3079 1.4281  0.61
C: -0.4829 -6.0016 2.2465  -0.26
C: 1.2743 -4.9045 -0.1247  -0.25
C: 1.1340 -2.9791 2.3911  -0.51
H: -2.0949 -4.1276 0.1070  0.01
H: -1.1561 -2.6401 -0.0421  -0.04
H: -2.0279 -2.9815 1.4528  0.01
H: -1.0218 -6.6209 1.5249  0.00
H: -1.1508 -5.7851 3.0825  0.00
H: 0.3574 -6.5803 2.6356  0.00
H: 0.8131 -5.7123 -0.6967  0.01
H: 2.2484 -5.2522 0.2270  0.01
H: 1.4495 -4.0728 -0.8141  -0.03
H: 2.0947 -3.3427 2.7750  -0.10
H: 0.5606 -2.5656 3.2287  -0.11



# 3
ORCA calculation (the ωB97M-V functional and the def2-TZVPD basis) on an isolated molecule of C4H8N2 in a non-equilibrium geometry.

- Relative energy (zero: lowest compared OMol25 entry of this formula, charge and spin): 65.87 kcal per mole
- Gap between HOMO and LUMO: 9.38 eV
- SMILES string: C=NC/N=C/C
- E_HOMO: -8.39 eV
- Electronic energy: -7255.0192 eV
- E_LUMO: 0.036 hartree
- Largest force on an atom: 4.7 eV/Å

Last column: natural (NBO) charge in e.
Positions of all 14 atoms, in Å:
C: -2.3983 0.8902 -0.8817  -0.08
N: -1.7981 -0.2020 -0.8251  -0.45
C: -1.0721 -0.7875 0.5663  -0.07
N: 0.2710 -0.8116 0.2984  -0.45
C: 1.1392 -0.0206 -0.1411  0.20
C: 2.5387 -0.0885 0.3796  -0.67
H: -2.9771 1.3168 -0.0462  0.13
H: -2.5233 1.3945 -1.8397  0.16
H: -1.4938 -1.7936 0.5236  0.21
H: -1.3117 -0.2012 1.4657  0.20
H: 0.9483 0.6035 -1.0216  0.15
H: 2.8565 0.8963 0.7259  0.22
H: 2.5996 -0.7919 1.2047  0.23
H: 3.2212 -0.4045 -0.4089  0.22



# 4
ORCA calculation (the ωB97M-V functional and the def2-TZVPD basis) on an isolated molecule of C6H9N3O in a non-equilibrium geometry.

- Relative energy (zero: lowest compared OMol25 entry of this formula, charge and spin): 140.91 kcal per mole
- Gap between HOMO and LUMO (spin up / spin down): 7.26 / 7.26 eV
- E_HOMO (spin up / spin down): -7.22 / -7.22 eV
- Electronic energy: -12879.8341 eV
- E_LUMO (spin up / spin down): 0.002 / 0.002 hartree
- Largest force on an atom: 3.5 eV/Å

Last column: natural (NBO) charge in e.
Positions of all 19 atoms, in Å:
C: 3.1976 -1.1079 -0.1124  0.21
C: 0.0056 0.7369 0.1591  0.52
C: 2.4014 -0.0208 0.1811  0.30
C: -2.3820 1.2382 -0.2213  -0.59
C: -1.8551 -0.9399 0.6591  -0.58
C: -1.3517 0.5626 0.6427  -0.35
N: 0.5131 0.6360 -0.9352  -0.21
N: 4.2127 -1.7780 -0.3804  -0.62
N: 1.8055 0.4398 -1.0879  -0.41
O: 1.6724 0.3048 1.1626  -0.57
H: -2.0719 1.1142 -1.2807  0.22
H: -2.3487 2.2973 -0.1022  0.21
H: -3.4923 0.9720 -0.0287  0.23
H: -2.5149 -1.2247 1.5643  0.22
H: -1.0854 -1.6305 0.6596  0.21
H: -2.4448 -1.0970 -0.3396  0.21
H: -1.3842 0.9237 1.5847  0.23
H: 5.1329 -1.3469 -0.1997  0.35
H: 1.9899 -0.0796 -1.9253  0.39



# 5
ORCA calculation (the ωB97M-V functional and the def2-TZVPD basis) on a structure of composition C9H17N9O2PdSSe2 in a non-equilibrium geometry.

- Relative energy (zero: lowest compared OMol25 entry of this formula, charge and spin): 27.62 kcal per mole
- Gap between HOMO and LUMO (spin up / spin down): 5.25 / 5.22 eV
- E_HOMO (spin up / spin down): -0.72 / -0.69 eV
- Electronic energy: -172123.0572 eV
- Charge: -2
- E_LUMO (spin up / spin down): 0.167 / 0.167 hartree
- Largest force on an atom: 1.1 eV/Å

Last column: natural (NBO) charge in e.
Positions of all 41 atoms, in Å:
Pd: 0.4482 0.0269 -0.4532  0.65
O: 4.6148 -1.1604 -1.6570  -0.78
C: 3.5530 -1.8318 -0.9858  -0.10
C: 2.6167 -2.5482 -1.9495  -0.17
C: 3.4171 -3.5538 -2.8040  -0.05
O: 4.1175 -4.5502 -2.0712  -0.74
C: 1.9927 -1.5873 -2.9906  -0.56
Se: 1.8578 0.3350 -2.5785  -0.34
C: 1.5684 -3.3352 -1.1587  -0.54
Se: 0.6235 -2.4457 0.3439  -0.54
H: 4.2536 -0.2801 -1.8415  0.50
H: 2.9878 -1.1229 -0.3686  0.25
H: 3.9972 -2.5548 -0.2895  0.15
H: 4.1241 -2.9911 -3.4217  0.17
H: 2.7342 -4.0988 -3.4616  0.16
H: 4.6808 -4.0764 -1.4474  0.47
H: 0.9885 -1.9400 -3.2397  0.21
H: 2.5812 -1.6238 -3.9114  0.19
H: 2.0501 -4.2136 -0.7238  0.21
H: 0.8157 -3.6959 -1.8665  0.18
N: 0.4555 2.1454 2.3943  -0.60
C: 1.6537 1.7860 1.8073  0.44
N: 2.8040 2.2577 2.2611  -0.42
N: 3.7268 1.6839 1.4628  -0.13
N: 3.1708 0.9280 0.5905  -0.12
N: 1.8332 0.9583 0.7803  -0.39
C: -0.8142 1.8732 1.9195  0.43
N: -1.9080 2.4270 2.4276  -0.42
N: -2.9056 1.8694 1.7093  -0.14
N: -2.4334 1.0399 0.8407  -0.18
N: -1.0862 1.0170 0.9541  -0.46
H: 0.5180 2.8761 3.0842  0.41
C: -2.5048 -1.5094 -1.0991  -0.79
S: -1.1833 -0.7356 -2.0384  0.43
C: -1.9998 0.8238 -2.4053  -0.78
H: -2.7776 -0.8686 -0.2556  0.27
H: -2.0984 -2.4496 -0.7328  0.26
H: -3.3565 -1.6823 -1.7561  0.19
H: -2.7836 0.6768 -3.1489  0.19
H: -1.2206 1.4741 -2.8044  0.25
H: -2.4097 1.2370 -1.4787  0.26



# 6
ORCA calculation (the ωB97M-V functional and the def2-TZVPD basis) on a cluster of 2 separate species, C3H9NOS in total in a non-equilibrium geometry.

- Relative energy (zero: lowest compared OMol25 entry of this formula, charge and spin): 45.72 kcal per mole
- Gap between HOMO and LUMO: 9.23 eV
- E_HOMO: -9.14 eV
- Electronic energy: -17628.2224 eV
- E_LUMO: 0.003 hartree
- Largest force on an atom: 1.9 eV/Å

Last column: natural (NBO) charge in e.
Positions of all 15 atoms, in Å:
C: 2.7375 1.7206 -0.2076  -0.66
C: -2.3140 -1.2326 0.4594  -0.42
C: 1.8176 0.5895 0.0492  -0.47
N: -2.6916 -0.1828 -0.4751  -0.84
O: 1.3159 -1.9077 0.2358  -0.93
S: 2.3785 -0.9438 -0.0656  1.14
H: 2.2814 2.4471 -0.8761  0.23
H: 2.9801 2.2403 0.7197  0.23
H: 3.6627 1.3614 -0.6497  0.22
H: -1.3332 -1.6153 0.1848  0.21
H: -2.2454 -0.7981 1.4553  0.18
H: -3.0165 -2.0737 0.5027  0.16
H: -2.7551 -0.5646 -1.4135  0.35
H: 0.7900 0.7777 0.3163  0.24
H: -3.6080 0.1817 -0.2355  0.35